A molecular structure, C18H47AlN7O5, computed with ωB97M-V with the def2-TZVPD basis set.

Structure (XYZ):
```
78
Properties=species:S:1:pos:R:3:lowdin_charge:R:1
C -0.524 -1.905 3.434 -0.098
C -1.088 -0.655 2.731 -0.415
N -1.818 0.257 3.599 -0.155
Al -3.353 1.005 2.833 0.131
C -4.645 -0.501 2.424 -0.407
N -5.121 -1.301 3.601 -0.092
H -0.939 -2.840 3.056 0.064
H 0.553 -1.974 3.287 0.032
H -0.731 -1.850 4.505 0.061
H -1.726 -0.981 1.889 0.048
H -0.254 -0.123 2.250 0.089
H -1.971 -0.195 4.492 0.012
H -4.076 2.023 3.900 -0.122
H -2.927 1.717 1.415 -0.111
H -4.185 -1.197 1.709 0.030
H -5.535 -0.121 1.904 0.008
H -4.537 -2.124 3.704 0.033
H -4.972 -0.766 4.451 0.017
C 1.687 -2.461 -1.421 -0.013
C 0.774 -2.551 -0.216 -0.547
O 1.047 -3.268 0.737 0.015
N -0.350 -1.801 -0.225 0.021
C -0.795 -0.845 -1.214 -0.064
H 2.533 -3.116 -1.233 0.077
H 1.175 -2.780 -2.331 0.081
H 2.043 -1.440 -1.579 0.059
H -0.898 -1.874 0.620 0.094
H -0.868 0.155 -0.782 0.085
H -1.775 -1.115 -1.610 0.085
H -0.089 -0.806 -2.040 0.068
C -8.984 -1.223 -0.963 -0.023
C -7.567 -1.587 -0.556 -0.557
O -6.701 -1.751 -1.402 0.017
N -7.321 -1.725 0.765 0.016
C -8.234 -1.559 1.871 -0.089
H -8.996 -1.157 -2.047 0.074
H -9.703 -1.975 -0.635 0.075
H -9.288 -0.266 -0.537 0.078
H -6.359 -1.902 1.025 0.111
H -7.884 -0.775 2.545 0.075
H -8.321 -2.480 2.452 0.080
H -9.225 -1.293 1.509 0.064
C 5.761 0.624 -2.287 -0.006
C 4.392 0.321 -2.854 -0.561
O 3.376 0.702 -2.289 0.009
N 4.326 -0.367 -4.015 0.019
C 5.414 -0.803 -4.857 -0.081
H 5.613 1.175 -1.364 0.083
H 6.321 -0.289 -2.077 0.084
H 6.350 1.223 -2.984 0.081
H 3.387 -0.483 -4.365 0.144
H 5.376 -0.300 -5.825 0.078
H 5.389 -1.883 -5.013 0.081
H 6.364 -0.558 -4.390 0.070
C 3.399 -1.345 4.077 -0.006
C 3.903 -0.488 5.211 -0.556
O 4.944 -0.727 5.806 0.011
N 3.131 0.579 5.552 0.004
C 1.860 0.991 4.986 -0.069
H 4.078 -2.176 3.918 0.083
H 2.398 -1.707 4.312 0.064
H 3.311 -0.761 3.159 0.091
H 3.509 1.119 6.314 0.132
H 1.920 1.992 4.557 0.084
H 1.065 0.983 5.732 0.085
H 1.554 0.315 4.193 0.058
C 3.336 3.587 -4.060 0.003
C 3.822 3.326 -5.465 -0.535
O 3.997 2.198 -5.898 0.026
N 4.070 4.408 -6.257 0.002
C 3.919 5.806 -5.931 -0.087
H 3.179 2.637 -3.560 0.057
H 4.068 4.172 -3.499 0.089
H 2.400 4.149 -4.063 0.089
H 4.388 4.163 -7.182 0.135
H 3.192 6.296 -6.582 0.082
H 4.867 6.343 -6.009 0.081
H 3.566 5.909 -4.909 0.070
```

**Strongest force on any atom**: 0.281 eV/A
**Orbital gap**: 6.12 eV
**Lowest unoccupied orbital energy**: 1.94 eV
**Charge**: -1
**E_HOMO**: -0.15358 Ha


A molecular structure, C18H47ClN3O11 at a distorted geometry, computed with ωB97M-V with the def2-TZVPD basis set.

Structure (XYZ):
```
80
Properties=species:S:1:pos:R:3:lowdin_charge:R:1
Cl -0.668 0.239 0.726 0.782
O -1.179 0.189 2.083 -0.257
O -0.343 1.529 0.259 -0.248
O 0.568 -0.597 0.623 -0.365
O -1.588 -0.377 -0.118 -0.427
C -3.654 0.303 0.660 -0.142
O -4.744 1.101 0.385 -0.205
C -5.258 1.093 -0.989 -0.149
C -6.370 2.200 -0.919 -0.212
N -5.941 3.517 -0.470 -0.059
C -5.046 4.150 -1.499 -0.194
C -5.828 4.735 -2.661 -0.225
O -5.048 5.587 -3.466 -0.207
C -3.931 5.097 -4.166 -0.104
H -4.066 -0.701 0.567 0.104
H -3.215 0.237 1.655 0.079
H -2.775 0.543 0.061 0.034
H -5.481 0.093 -1.360 0.106
H -4.421 1.440 -1.595 0.098
H -6.990 1.884 -0.080 0.107
H -7.056 2.239 -1.765 0.104
H -5.523 3.403 0.443 0.099
H -4.226 3.486 -1.773 0.098
H -4.657 4.972 -0.899 0.123
H -6.581 5.385 -2.215 0.124
H -6.372 3.980 -3.229 0.112
H -3.439 5.874 -4.750 0.084
H -4.381 4.382 -4.855 0.088
H -3.191 4.699 -3.471 0.082
C 9.795 -1.869 0.706 -0.170
O 8.432 -1.815 0.570 -0.209
C 7.520 -1.380 1.642 -0.143
C 6.319 -0.646 1.064 -0.200
N 5.054 -1.352 1.182 -0.057
C 3.864 -0.566 1.137 -0.254
C 2.550 -1.346 1.146 -0.262
O 2.369 -2.258 2.186 -0.130
C 0.987 -2.322 2.644 -0.069
H 10.084 -2.115 1.728 0.077
H 10.297 -0.922 0.504 0.076
H 10.259 -2.620 0.067 0.082
H 8.079 -0.664 2.243 0.110
H 7.294 -2.305 2.172 0.121
H 6.509 -0.394 0.021 0.119
H 6.187 0.338 1.513 0.105
H 4.855 -1.985 1.943 0.112
H 3.822 0.148 0.315 0.135
H 3.818 0.125 1.979 0.050
H 2.606 -1.825 0.169 0.127
H 1.711 -0.655 1.057 -0.054
H 0.279 -2.317 1.815 0.066
H 0.756 -1.544 3.371 0.079
H 0.912 -3.255 3.203 0.081
C 2.565 1.261 2.349 -0.217
C 1.968 2.671 2.438 -0.198
O 1.383 3.072 1.185 -0.090
O 1.499 0.316 2.589 -0.121
H 3.357 1.160 3.090 0.129
H 3.049 1.025 1.401 0.077
H 2.815 3.338 2.597 0.104
H 1.280 2.858 3.263 0.118
H 0.474 2.779 1.086 0.021
H 0.849 0.455 1.896 -0.005
C -0.552 -4.612 -2.268 -0.103
C -0.436 -4.002 -0.931 -0.447
C -0.952 -2.528 -0.989 -0.183
O -2.330 -2.595 -1.202 -0.169
C -2.955 -1.701 -1.992 -0.152
N -0.996 -4.911 0.054 0.061
H -1.555 -4.796 -2.652 0.082
H 0.024 -5.537 -2.266 0.073
H 0.093 -4.047 -2.941 0.079
H 0.647 -4.058 -0.821 0.136
H -0.407 -1.857 -1.654 0.140
H -0.842 -2.027 -0.027 0.074
H -2.638 -0.694 -1.720 0.071
H -4.043 -1.721 -1.931 0.084
H -2.698 -1.867 -3.038 0.090
H -0.623 -4.584 0.934 0.059
H -1.931 -4.536 -0.016 0.065
```

**Strongest force on any atom**: 7.333 eV/A
**Orbital gap**: 7.95 eV
**Lowest unoccupied orbital energy**: 2.58 eV
**Charge**: -1
**E_HOMO**: -0.19706 Ha
**Energy relative to the best compared isomer or geometry (same formula, charge and spin)**: 6.240 eV


8 unconnected molecules or ions with the total composition C18H47F3N9O12S at a distorted geometry, computed with ωB97M-V with the def2-TZVPD basis set.

Structure (XYZ):
```
90
Properties=species:S:1:pos:R:3:lowdin_charge:R:1
C 8.021 17.415 -13.346 -0.642
F 9.202 17.526 -13.974 0.110
F 8.104 18.070 -12.187 0.149
F 7.094 17.833 -14.171 0.163
S 7.832 15.519 -13.064 0.660
O 8.357 14.971 -14.314 -0.341
O 8.665 15.154 -11.899 -0.321
O 6.403 15.257 -12.825 -0.321
C 11.708 14.634 -11.426 -0.212
C 13.206 14.594 -10.965 -0.197
O 14.152 15.229 -11.860 -0.081
O 11.189 15.899 -11.059 -0.096
H 11.180 13.885 -10.836 0.126
H 11.729 14.414 -12.494 0.114
H 13.533 13.557 -10.896 0.109
H 13.230 14.845 -9.904 0.121
H 14.246 14.645 -12.616 0.088
H 10.269 15.806 -11.318 0.033
C 4.433 12.782 -12.783 -0.260
C 5.340 12.407 -13.916 -0.249
O 5.940 11.179 -13.533 -0.058
O 5.181 13.303 -11.728 -0.084
H 3.927 11.923 -12.344 0.132
H 3.739 13.514 -13.197 0.106
H 6.062 13.158 -14.237 0.091
H 4.696 12.214 -14.774 0.119
H 6.538 10.858 -14.212 0.075
H 5.625 14.113 -11.992 -0.004
C 2.656 16.436 -12.490 -0.703
O 1.572 17.073 -12.695 -0.044
N 3.832 16.643 -13.017 0.172
N 2.765 15.473 -11.574 0.154
H 3.909 17.386 -13.697 0.115
H 4.706 16.179 -12.817 0.061
H 3.583 14.892 -11.453 0.074
H 1.926 15.246 -11.061 0.113
C 12.358 18.723 -12.632 -0.840
O 12.625 19.821 -13.005 0.033
N 13.186 17.761 -12.721 0.184
N 11.256 18.404 -12.010 0.178
H 12.974 16.856 -12.326 0.068
H 13.878 17.794 -13.455 0.125
H 10.564 19.119 -11.836 0.114
H 11.127 17.432 -11.768 0.049
C 7.604 13.763 -17.165 -0.878
O 7.024 13.320 -18.150 0.001
N 7.967 14.973 -17.031 0.189
N 7.771 13.039 -16.189 0.192
H 7.675 15.628 -17.743 0.124
H 8.092 15.352 -16.104 0.069
H 7.242 12.180 -16.234 0.134
H 7.983 13.545 -15.341 0.059
C 9.660 11.879 -13.162 -0.924
O 9.817 10.726 -12.957 0.049
N 8.985 12.593 -12.452 0.214
N 10.369 12.457 -14.074 0.183
H 8.392 12.286 -11.694 0.155
H 9.208 13.575 -12.523 0.042
H 11.019 11.956 -14.664 0.125
H 10.084 13.401 -14.289 0.082
C 5.947 20.492 -16.195 -0.049
C 6.665 21.729 -16.659 -0.480
C 6.432 22.790 -15.490 -0.132
C 7.355 22.708 -14.294 -0.211
C 8.753 22.744 -14.771 -0.170
C 9.145 21.666 -15.814 -0.423
N 8.112 21.608 -16.946 -0.144
O 8.342 20.788 -17.986 0.014
C 10.497 22.203 -16.415 -0.035
C 9.458 20.391 -15.006 -0.023
C 5.888 22.224 -17.917 -0.047
H 4.933 20.749 -16.501 0.078
H 5.979 20.446 -15.107 0.074
H 6.134 19.535 -16.682 0.087
H 6.335 23.752 -15.993 0.112
H 5.393 22.602 -15.221 0.109
H 7.130 21.758 -13.809 0.100
H 7.135 23.459 -13.536 0.119
H 9.261 22.611 -13.816 0.124
H 8.919 23.796 -15.001 0.121
H 10.382 23.205 -16.829 0.074
H 11.373 22.253 -15.769 0.085
H 10.727 21.594 -17.290 0.071
H 8.574 20.122 -14.427 0.066
H 9.629 19.647 -15.784 0.079
H 10.401 20.428 -14.462 0.082
H 4.864 22.475 -17.640 0.075
H 5.750 21.390 -18.606 0.078
H 6.216 23.063 -18.531 0.081
H 8.473 20.026 -17.417 0.084
```

**Strongest force on any atom**: 10.537 eV/A
**Orbital gap**: 8.54 eV
**Lowest unoccupied orbital energy**: 2.13 eV
**Charge**: -1
**E_HOMO**: -0.23567 Ha